1.
Below is a molecular structure, C34H42As2N2O2PbSi2, with properties calculated with the ωB97M-V functional and the def2-TZVPD basis.

Each line ends with the Mulliken charge.
Cartesian coordinates (Å):
Pb1 -0.79783 -1.50486 0.32153  1.060
O1 -0.44772 -3.46778 -2.37228  -0.639
C1 -1.60422 -3.56225 -2.81211  0.172
C2 -2.33355 -4.80625 -2.79473  -0.604
C3 -3.56760 -4.95314 -3.35551  -0.519
C4 -4.18310 -3.88771 -4.02969  -0.586
C5 -3.54094 -2.67499 -4.07426  -0.681
C6 -2.31308 -2.45575 -3.43735  0.755
C7 -1.81146 -1.13113 -3.39918  -0.546
N1 -1.01703 -0.67375 -2.49498  -0.460
N2 -0.60700 0.67617 -2.62172  0.837
C8 0.45497 0.97765 -1.59620  -1.248
O2 -0.01841 0.73953 -0.37458  -0.464
C9 1.40864 1.90917 -1.95188  1.050
C10 2.36540 2.34081 -0.97390  -0.291
C11 3.34230 3.24480 -1.25989  -0.389
C12 3.46029 3.81044 -2.53730  -0.618
C13 2.56077 3.40417 -3.51367  -0.775
C14 1.58057 2.48065 -3.25803  -1.111
H1 -1.85922 -5.63578 -2.28510  0.434
H2 -4.08750 -5.90552 -3.27939  0.346
H3 -5.15827 -4.01562 -4.48593  0.348
H4 -4.02141 -1.83257 -4.56667  0.272
H5 -2.19979 -0.45824 -4.19280  0.334
H6 2.25972 1.91479 0.01412  0.350
H7 4.03677 3.54071 -0.47892  0.354
H8 4.22268 4.54870 -2.75360  0.322
H9 2.61638 3.84265 -4.50942  0.307
H10 0.90460 2.23428 -4.07779  0.113
C15 -0.52267 -0.67804 4.43605  -1.470
Si1 0.31428 -1.18963 2.74003  0.203
C16 1.90395 -0.07223 2.67888  -0.120
C17 1.29414 -2.81318 3.15710  0.129
C18 1.72799 -3.08808 4.44907  -0.345
C19 2.56723 -4.14879 4.73485  -0.560
C20 2.98831 -4.97321 3.70664  -0.673
C21 2.53534 -4.73547 2.41981  -0.213
C22 1.68873 -3.67364 2.11873  0.135
Si2 0.96103 -3.48447 0.32336  0.477
C23 -0.08740 -5.13107 0.39715  -1.059
C24 2.40650 -3.99202 -0.84570  -1.428
H11 0.18502 -0.33327 5.18756  0.362
H12 -1.09065 -1.49565 4.87367  0.432
H13 -1.21470 0.14685 4.24759  0.227
H14 2.18772 0.34349 3.64463  0.303
H15 1.71580 0.74906 1.98827  -0.800
H16 2.74876 -0.63891 2.29532  0.611
H17 1.40468 -2.44209 5.25429  0.235
H18 2.90378 -4.32631 5.75262  0.362
H19 3.66089 -5.80091 3.90977  0.338
H20 2.85349 -5.40251 1.62824  0.207
H21 0.51708 -6.01023 0.18053  0.284
H22 -0.88945 -5.09873 -0.33132  0.057
H23 -0.53587 -5.27276 1.38026  0.361
H24 2.73984 -5.01492 -0.68671  0.398
H25 3.26524 -3.33842 -0.72724  0.365
H26 2.06306 -3.91594 -1.87037  0.281
C25 -3.69487 3.24260 -1.21625  -1.484
As1 -2.14887 2.02428 -0.58446  0.411
C26 -1.71496 1.64074 -2.47708  -1.187
C27 -0.90926 3.50334 -0.26791  0.149
C28 -0.65152 4.48424 -1.21389  -0.153
C29 0.31364 5.45392 -1.00277  -0.795
C30 1.04612 5.43927 0.16774  -0.794
C31 0.78257 4.47407 1.12412  -0.167
C32 -0.19774 3.51492 0.93085  0.221
As2 -0.63864 2.15089 2.23162  1.085
C33 0.33676 2.92818 3.79290  -1.469
C34 -2.33701 3.05698 2.76190  -1.350
H27 -3.41461 3.90977 -2.03088  0.403
H28 -4.05580 3.85339 -0.38800  0.365
H29 -4.53060 2.62775 -1.55705  0.438
H30 -1.42384 2.56214 -2.99103  0.382
H31 -2.61140 1.24451 -2.96154  0.606
H32 -0.16613 0.82092 -3.53917  0.691
H33 -1.19876 4.50952 -2.15311  0.134
H34 0.50852 6.20598 -1.75818  0.373
H35 1.82166 6.17792 0.33765  0.328
H36 1.38075 4.46144 2.02639  0.284
H37 1.41367 2.85447 3.65348  0.382
H38 0.08201 2.35561 4.68272  0.396
H39 0.05621 3.96726 3.96541  0.456
H40 -2.18400 4.13062 2.88471  0.341
H41 -2.70913 2.64269 3.70075  0.437
H42 -3.09184 2.89445 1.98921  0.300

Output
Charge: -2
Max |F| (hartree/bohr): 0.037
Spin multiplicity: 1
Energy relative to the best compared isomer or geometry (same formula, charge and spin) (kJ/mol): 376.9
HOMO-LUMO gap (eV): 4.23

---

2.
Below is C6H9NO in the gas phase, with properties calculated with the ωB97M-V functional and the def2-TZVPD basis.

Each line ends with the Mulliken charge.
Cartesian coordinates (Å):
C1 2.35406 -0.23102 0.06664  -0.649
C2 1.04039 0.48336 0.33679  -0.113
N1 -0.05096 1.47660 0.02494  -0.454
C3 -1.12512 0.52539 -0.24883  -0.458
C4 -2.47603 -0.27888 0.01391  -0.629
C5 -1.12491 -0.64611 0.51425  0.295
O1 -0.05231 -1.61771 -0.13770  -0.465
C6 0.99939 -0.74874 -0.40596  0.237
H1 3.13545 0.23871 -0.55128  0.231
H2 2.82975 -0.72740 0.97298  0.238
H3 1.10523 0.62154 1.57654  0.138
H4 -0.09817 2.26339 -0.76224  0.275
H5 -0.85631 0.29397 -1.23610  0.422
H6 -2.74572 -0.42238 -1.06494  0.263
H7 -3.25057 0.07945 0.73014  0.271
H8 -0.85727 -0.80300 1.64202  0.233
H9 1.17312 -0.50720 -1.47115  0.166

Output
SMILES: C1[C@H]2N[C@@H]3C[C@H]3O[C@H]12
Max |F| (hartree/bohr): 0.099
Spin multiplicity: 1
Energy relative to the best compared isomer or geometry (same formula, charge and spin) (kJ/mol): 826.3
HOMO-LUMO gap (eV): 9.18

---

3.
Below is C3H5NS2 in the gas phase, with properties calculated with the ωB97M-V functional and the def2-TZVPD basis.

Each line ends with the Mulliken charge.
Cartesian coordinates (Å):
C1 -1.33492 1.47667 0.16230  -0.856
C2 -0.56851 0.40776 0.81384  0.084
N1 0.34809 -0.43882 0.48663  -0.347
S1 0.79661 -0.77369 -1.14909  0.051
C3 1.75235 -2.08371 -0.73438  -0.134
S2 2.85299 -2.75753 -1.79423  -0.220
H1 -1.28446 1.95558 -1.06359  0.242
H2 -2.37638 1.43852 0.35644  0.323
H3 -1.18573 2.50604 0.68055  0.269
H4 -0.47590 0.65907 1.89691  0.270
H5 1.47587 -2.38989 0.34462  0.318

Output
SMILES: C/C=N\SC=S
Max |F| (hartree/bohr): 0.114
Spin multiplicity: 1
Energy relative to the best compared isomer or geometry (same formula, charge and spin) (kJ/mol): 287.1
HOMO-LUMO gap (eV): 8.41

---

> Look up the max |F| of the second one.

0.099 hartree/bohr

---

> The highest max |F| belongs to which entry?

C3H5NS2